A cluster of 20 separate species, C27H34Cl58N3O5PS in total, computed with ωB97M-V with the def2-TZVPD basis set.

Structure (XYZ):
```
129
Properties=species:S:1:pos:R:3:forces:R:3
C -0.70048 -3.76831 -6.49048 -0.06 0.11 -0.51
C -0.75896 -2.46987 -5.71620 0.56 -0.54 -0.11
C -0.79931 -2.57387 -4.19929 -0.31 -0.60 -0.25
Cl -1.70382 -4.00339 -3.63949 -0.15 -0.21 0.02
N 0.53183 -2.63042 -3.60764 -0.54 0.28 -0.14
C 1.42351 -3.84909 -3.99637 2.75 -1.95 -2.00
O 1.28605 -4.78257 -3.20917 -0.27 1.14 -0.39
O 2.10683 -3.66074 -5.03855 -2.09 0.16 2.49
C 0.98304 -1.74861 -2.80203 0.24 -0.48 -0.42
N 0.19404 -0.66050 -2.40228 0.26 0.94 0.20
S -0.06341 0.46154 -3.67251 -0.44 0.03 -0.84
N 2.27470 -1.97010 -2.31202 0.44 0.24 0.45
C 3.13097 -0.77189 -2.35960 0.03 -0.25 0.31
C 3.18542 -0.07070 -3.68134 -0.02 -0.17 -0.58
O 3.31394 -0.59315 -4.74852 -0.14 -0.12 -0.05
O 3.13263 1.25911 -3.52278 -0.01 0.43 0.43
P 2.03247 -2.32965 -0.55322 -0.93 0.88 1.19
C 3.70774 -2.20639 0.12780 0.14 -0.39 -0.98
O 1.76677 -3.90764 -0.35077 0.57 -0.04 -0.56
H -0.85496 -3.52339 -7.53119 -0.08 0.08 -0.43
H 0.26243 -4.24188 -6.43879 0.38 -0.23 0.28
H -1.47322 -4.46809 -6.22217 -0.29 -0.22 0.22
H 0.14315 -1.92365 -5.94935 0.30 0.41 -0.11
H -1.59451 -1.88732 -6.06406 -0.51 0.29 0.15
H -1.37167 -1.74909 -3.82860 0.00 0.50 0.39
H -0.68745 -0.96155 -2.01267 -0.15 -0.04 0.25
H 0.16894 1.66820 -3.13532 0.30 -0.29 0.62
H 2.92271 -0.05406 -1.57280 -0.38 0.32 0.14
H 4.13540 -1.11659 -2.17639 0.45 -0.19 -0.03
H 3.15093 1.64421 -4.40543 0.12 0.10 -0.29
H 3.99673 -1.17453 0.17783 0.12 0.54 0.20
H 3.72000 -2.63410 1.11347 -0.22 -0.17 0.45
H 4.42690 -2.73252 -0.48583 0.29 -0.28 -0.15
H 0.85389 -4.05291 -0.63061 0.11 -0.50 0.04
C -2.97691 3.07864 -2.62504 0.07 -0.06 0.06
Cl -1.51699 3.68541 -3.42315 -0.14 0.16 -0.06
Cl -3.61200 1.65631 -3.45512 -0.02 0.01 0.05
Cl -2.65890 2.74246 -0.92661 0.04 -0.06 -0.06
H -3.72751 3.85468 -2.67145 -0.01 0.05 -0.07
C 7.02464 0.63957 3.80070 0.00 -0.10 0.16
Cl 5.41140 1.19305 3.34165 0.00 0.02 -0.08
Cl 7.08408 0.25828 5.51586 0.02 0.05 -0.20
Cl 7.49538 -0.75848 2.82775 -0.03 -0.01 -0.08
H 7.72536 1.43863 3.60388 0.02 0.02 -0.04
C -5.67502 -2.97016 -5.21024 0.06 0.13 -0.09
Cl -6.35583 -1.74211 -6.27964 0.03 -0.12 0.45
Cl -4.85040 -4.22968 -6.12903 -0.02 0.00 0.00
Cl -4.57107 -2.22294 -4.05653 -0.08 0.10 0.14
H -6.48223 -3.42917 -4.65740 -0.02 -0.02 0.03
C 6.02878 1.13146 9.32022 0.05 0.10 -0.08
Cl 5.25831 2.07195 8.04223 -0.01 -0.01 0.02
Cl 7.18846 -0.02486 8.65231 -0.03 0.05 0.15
Cl 6.81329 2.19679 10.48868 -0.04 -0.03 0.03
H 5.25980 0.57427 9.83933 0.15 0.07 -0.11
C -4.17992 1.71014 2.78291 0.04 0.18 -0.03
Cl -2.48745 2.06537 2.42961 -0.04 -0.09 -0.01
Cl -4.92002 3.04166 3.67184 0.07 -0.22 -0.07
Cl -5.08315 1.38554 1.30141 -0.04 -0.08 0.05
H -4.21723 0.82666 3.40531 0.01 -0.04 0.01
C -7.30336 2.05619 -7.13310 -0.03 0.04 0.16
Cl -7.09433 3.57552 -8.00646 -0.03 0.02 0.03
Cl -6.91683 0.68520 -8.17590 -0.06 0.10 -0.15
Cl -6.31406 2.03159 -5.67377 -0.03 -0.01 -0.05
H -8.35116 1.97203 -6.84398 0.60 0.19 -0.01
C -8.54328 4.52679 4.89538 0.05 0.04 0.09
Cl -8.45522 3.05733 5.87323 -0.01 -0.05 -0.04
Cl -9.62902 5.70411 5.62902 0.00 -0.01 -0.01
Cl -6.93914 5.21476 4.65080 -0.14 0.21 0.10
H -8.94244 4.25634 3.92825 -0.01 -0.03 -0.03
C -2.17745 -2.36957 0.57403 0.23 0.16 0.07
Cl -2.94247 -1.19065 -0.50405 0.01 0.01 -0.03
Cl -1.36020 -3.61081 -0.37528 -0.40 -0.10 0.03
Cl -1.06131 -1.57381 1.67405 -0.05 0.05 0.06
H -2.94913 -2.84860 1.15986 -0.07 -0.03 -0.04
C -11.97155 1.51245 -6.89607 0.00 0.16 0.00
Cl -12.78809 2.32289 -8.22713 0.00 -0.02 0.00
Cl -10.30991 1.09702 -7.34526 -0.49 -0.30 -0.14
Cl -11.98840 2.50917 -5.44341 0.00 -0.02 0.01
H -12.49828 0.59317 -6.68300 0.01 -0.05 0.01
C 11.04831 -1.83302 3.25656 0.13 -0.02 0.05
Cl 10.79909 -1.29443 4.91647 -0.06 0.02 0.01
Cl 12.09834 -0.71240 2.38719 -0.03 0.01 -0.02
Cl 11.70679 -3.46735 3.22364 -0.03 0.01 -0.01
H 10.08848 -1.84565 2.76160 -0.04 0.01 -0.01
C -6.87591 6.62538 -10.30189 0.02 0.09 -0.05
Cl -5.17432 6.74153 -10.74674 0.00 -0.02 0.01
Cl -7.32528 7.91757 -9.18851 -0.01 -0.01 0.02
Cl -7.90377 6.64307 -11.73399 -0.01 -0.02 0.01
H -7.02499 5.68301 -9.79571 -0.02 -0.04 -0.01
C 5.55599 -1.62167 12.57200 0.14 0.08 0.03
Cl 5.95786 -0.65423 13.98795 -0.01 0.00 -0.01
Cl 4.34983 -0.79319 11.57902 -0.21 -0.16 0.15
Cl 7.00309 -1.97458 11.63401 -0.11 -0.06 0.00
H 5.12977 -2.55678 12.90639 -0.05 -0.03 -0.01
C 10.42949 -7.09736 5.02368 0.02 0.05 0.09
Cl 10.34070 -8.57576 5.98070 -0.01 -0.01 -0.02
Cl 9.53524 -5.79131 5.80201 -0.01 0.01 -0.03
Cl 12.10684 -6.62725 4.74980 0.03 -0.05 -0.01
H 9.97368 -7.29046 4.06315 -0.02 -0.01 -0.04
C 9.30575 0.72595 12.75655 0.08 -0.19 0.09
Cl 9.04110 1.26093 14.43054 0.20 -0.23 -0.21
Cl 10.28370 1.86154 11.83154 -0.06 0.05 0.10
Cl 10.06475 -0.86406 12.73784 0.09 -0.07 0.07
H 8.33832 0.63366 12.27854 -0.04 0.07 0.01
C -6.04981 1.18062 8.14479 0.06 -0.05 0.03
Cl -4.59019 1.78891 7.36771 0.01 0.03 -0.04
Cl -6.61354 -0.29278 7.35291 -0.03 0.02 -0.02
Cl -5.77962 0.90368 9.86458 -0.01 0.01 0.00
H -6.81992 1.93204 8.04167 -0.02 0.04 0.00
C 7.60017 5.68888 13.32900 -0.09 -0.08 -0.09
Cl 8.20093 4.04534 13.55162 -0.16 0.38 0.03
Cl 7.09493 5.94962 11.65684 0.02 0.01 0.01
Cl 6.27338 6.03058 14.44169 0.02 0.01 0.00
H 8.40571 6.37553 13.54698 0.03 0.03 0.01
C -6.51361 -2.42272 -10.76892 0.08 -0.10 -0.02
Cl -5.04558 -1.86261 -11.56404 0.07 -0.03 0.06
Cl -7.33975 -3.63248 -11.75519 -0.02 0.03 0.00
Cl -6.15685 -3.05150 -9.15990 -0.03 -0.02 -0.33
H -7.17576 -1.57466 -10.65714 -0.04 0.02 -0.01
C 1.59191 1.65564 3.48386 -0.04 -0.04 0.00
Cl 1.94330 -0.02290 3.88944 -0.02 -0.05 -0.01
Cl 1.15988 1.80756 1.77809 -0.01 -0.01 -0.01
Cl 0.31961 2.29840 4.51933 0.05 0.02 0.03
H 2.48655 2.23747 3.65848 0.04 0.02 -0.01
C -5.61494 1.08556 -14.73531 0.01 0.06 0.12
Cl -6.13049 2.75829 -14.94999 0.00 0.00 -0.02
Cl -4.04803 1.01335 -13.92850 0.01 -0.01 -0.02
Cl -6.82269 0.16694 -13.83791 -0.10 0.02 -0.08
H -5.51088 0.63702 -15.71278 0.00 -0.02 -0.04
```
Forces are in eV/Å.

orbital gap = 8.33 eV
lowest unoccupied orbital energy = -0.006 Ha